149
Properties=species:S:1:pos:R:3 method="wB97M-V/def2-TZVPD" homo_energy_ev=-4.65 mol_weight_g_mol=1034.89 de_lowest_ev=0.0000 total_energy_ev=-106130.1488 homo_lumo_gap_ev=6.6 charge=-1
C -0.5603 1.5441 4.0712
C -0.3194 3.0390 3.9175
O 0.7782 3.2848 3.0766
C 0.4860 4.2725 2.1173
C 1.6666 4.7265 1.2783
O 2.6459 3.7686 1.0079
C 2.8951 3.6633 -0.3978
B 3.7038 2.3267 -1.0102
N 4.7979 2.7972 -2.0141
O 4.2427 1.4165 0.0067
C 4.2071 0.1162 -0.5242
C 5.4326 -0.0762 -1.4629
C 6.6852 0.5102 -0.8829
F 7.7097 0.4077 -1.8544
C 4.3763 -0.9593 0.5467
C 3.7041 -0.8651 1.9002
O 3.8853 0.3979 2.5412
C 5.1441 0.6368 3.0029
O 5.7489 1.6076 2.6885
C 5.7114 -0.3537 3.9851
C 4.7649 -0.7475 5.1109
C 2.8717 0.1303 -1.3676
C 1.6204 -0.4749 -0.7119
C 0.9231 0.2845 0.3687
O 1.3349 1.2509 0.9288
C -0.4231 -0.2608 0.7482
C -0.5091 -1.3480 1.6224
C -1.7395 -1.8392 1.9945
C -2.8913 -1.2250 1.5170
C -2.8150 -0.1494 0.6436
C -1.5751 0.3332 0.2428
P 2.8683 -0.8081 -3.0579
C 3.7406 0.2203 -4.2814
C 3.7836 -2.4029 -2.9585
O 2.7120 1.4447 -1.7426
H -0.6289 1.2599 5.1162
H 0.2469 0.9846 3.6187
H -1.4914 1.2360 3.6081
H -0.1671 3.4995 4.8954
H -1.2236 3.4837 3.5033
H -0.2993 3.8816 1.4644
H 0.0758 5.1532 2.6238
H 1.2203 5.0857 0.3517
H 2.1341 5.5986 1.7519
H 1.9258 3.7015 -0.9116
H 3.4373 4.5596 -0.7211
H 5.4632 3.3998 -1.5493
H 4.3511 3.3405 -2.7432
H 5.6101 -1.1442 -1.5837
H 5.2690 0.3464 -2.4376
H 6.5824 1.5542 -0.6409
H 7.0540 -0.0586 -0.0366
H 4.0160 -1.8764 0.0798
H 5.4292 -1.1263 0.7428
H 2.6502 -1.1045 1.8820
H 4.1598 -1.6345 2.5243
H 6.6372 0.0650 4.3485
H 5.9601 -1.2539 3.4279
H 4.2084 -1.6395 4.8750
H 4.0962 0.0550 5.3838
H 5.3514 -0.9920 5.9902
H 1.8650 -1.4744 -0.3532
H 0.8885 -0.6333 -1.5026
H 0.4074 -1.7837 1.9850
H -1.7928 -2.6790 2.6671
H -3.8541 -1.5968 1.8314
H -3.7171 0.3225 0.2864
H -1.4943 1.1722 -0.4289
H 3.3788 -0.0421 -5.2697
H 4.8176 0.0753 -4.2844
H 3.5490 1.2679 -4.0937
H 3.3849 -3.0447 -3.7365
H 4.8541 -2.3228 -3.1184
H 3.5726 -2.8875 -2.0134
C -7.5138 5.9516 0.2950
C -7.2923 4.5598 -0.2574
O -5.9034 4.2753 -0.4691
C -5.2089 3.9850 0.6313
O -5.6627 3.8911 1.7449
O -3.9462 3.7774 0.2827
C -3.0616 3.4903 1.3730
H -7.0501 6.6944 -0.3552
H -8.5816 6.1609 0.3631
H -7.0777 6.0530 1.2874
H -7.7522 4.4662 -1.2387
H -7.7286 3.7980 0.3864
H -3.4329 2.6559 1.9632
H -2.9395 4.3696 2.0029
H -2.1044 3.2256 0.9353
C -0.9874 -3.8671 -2.0313
C -0.8436 -4.3928 -0.6203
O -0.2470 -5.7092 -0.6020
C 1.0684 -5.7561 -0.7864
O 1.8174 -4.8200 -0.8898
O 1.4281 -7.0431 -0.8330
C 2.8140 -7.2514 -1.1154
H -1.5441 -4.5779 -2.6441
H -1.5190 -2.9158 -2.0201
H -0.0149 -3.7102 -2.4951
H -1.8265 -4.5165 -0.1698
H -0.2767 -3.7091 0.0093
H 3.4453 -6.7033 -0.4195
H 3.0419 -6.9490 -2.1359
H 2.9965 -8.3164 -1.0044
C -11.9593 0.2774 -3.4860
C -10.6495 0.9577 -3.8204
O -10.0670 1.6040 -2.6789
C -9.4716 0.7919 -1.8061
O -9.3599 -0.4015 -1.9090
O -9.0054 1.5354 -0.8050
C -8.3829 0.7893 0.2480
H -12.6518 0.9891 -3.0348
H -12.4119 -0.1260 -4.3917
H -11.8070 -0.5399 -2.7834
H -10.8092 1.7593 -4.5384
H -9.9319 0.2589 -4.2490
H -7.6055 0.1399 -0.1462
H -9.1259 0.1997 0.7819
H -7.9446 1.5227 0.9187
C 1.5403 -7.2116 2.8147
C 2.8890 -6.5469 2.6596
O 3.4652 -6.2010 3.9274
C 3.9871 -7.2136 4.6119
O 4.0559 -8.3605 4.2518
O 4.4516 -6.7366 5.7671
C 5.0041 -7.7252 6.6373
H 0.8689 -6.5792 3.3974
H 1.0935 -7.3922 1.8368
H 1.6288 -8.1658 3.3321
H 2.7864 -5.6044 2.1232
H 3.5854 -7.1738 2.1026
H 5.7715 -8.3046 6.1296
H 4.2218 -8.3887 7.0023
H 5.4410 -7.1800 7.4683
C -1.0247 6.4797 -4.8591
C -1.1054 5.4740 -5.9880
O -0.1819 4.3948 -5.8182
C -0.5421 3.4763 -4.9109
O -1.5793 3.4790 -4.2965
O 0.4164 2.5706 -4.8362
C 0.2054 1.5441 -3.8492
H -0.0022 6.8419 -4.7475
H -1.6781 7.3285 -5.0652
H -1.3288 6.0304 -3.9157
H -0.8189 5.9380 -6.9307
H -2.1156 5.0790 -6.0987
H -0.7595 1.0625 -4.0020
H 0.2666 1.9729 -2.8510
H 1.0089 0.8204 -3.9631

=====

135
Properties=species:S:1:pos:R:3 method="wB97M-V/def2-TZVPD" homo_energy_ev="-7.90 / -7.90" mol_weight_g_mol=780.21 spin_multiplicity=3 total_energy_ev=-74525.1709 s_squared=2.008 homo_lumo_gap_ev="8.0 / 8.0"
C -6.2202 5.5079 -1.5830
C -5.3519 4.8005 -2.3402
C -4.1933 4.1216 -1.6449
O -3.4649 5.1596 -0.8930
S -2.1797 4.3891 -0.2971
O -2.6090 3.7034 0.8700
O -0.9766 5.1296 -0.2195
O -1.9673 3.4043 -1.5633
C -3.0910 3.4564 -2.4741
C -2.6770 4.0975 -3.8145
C -1.5398 5.1397 -3.7191
C -0.9257 5.3745 -5.1336
C -1.6472 6.4665 -5.9434
C -1.6169 7.8932 -5.3266
C -0.3038 8.2865 -4.5792
C -3.5482 1.9854 -2.7010
C -3.7197 1.1438 -1.4214
C -3.7149 -0.4062 -1.7038
C -2.5181 -1.1127 -0.9855
C -2.9051 -2.5264 -0.4100
C -2.4947 -2.6241 1.0835
C -2.2975 -4.0784 1.5646
C -1.3693 -4.1936 2.8212
C -1.8401 -5.3170 3.8104
C -0.6834 -6.2678 4.2499
C -0.5696 -6.3951 5.7871
C -1.7446 -7.2314 6.3226
N -1.7918 -7.3231 7.7731
C -2.9021 -7.0964 8.5226
C -2.6353 -7.2819 9.8526
C -1.2389 -7.6477 9.9108
C -0.7838 -7.6714 8.6248
H -6.6162 5.0307 -0.6775
H -6.5340 6.5266 -1.8170
H -5.5451 4.7710 -3.4179
H -4.6650 3.5404 -0.8337
H -3.5650 4.6433 -4.1782
H -2.4738 3.3498 -4.5944
H -0.7139 4.8381 -3.0660
H -1.9585 6.0977 -3.3747
H 0.1618 5.5304 -5.0784
H -1.0366 4.4333 -5.7035
H -2.7130 6.1668 -5.9800
H -1.3332 6.4882 -6.9982
H -1.7158 8.5953 -6.1709
H -2.4846 8.1023 -4.6851
H 0.5029 7.5505 -4.6368
H -0.5686 8.5776 -3.5545
H 0.0888 9.2053 -5.0473
H -2.9128 1.4588 -3.4282
H -4.5498 2.0451 -3.1716
H -4.6861 1.3603 -0.9409
H -2.9520 1.3176 -0.6591
H -3.6508 -0.6027 -2.7818
H -4.6319 -0.8222 -1.2655
H -2.1596 -0.5261 -0.1283
H -1.6873 -1.1932 -1.7005
H -3.9862 -2.6773 -0.5151
H -2.3502 -3.2672 -1.0072
H -1.6144 -2.0110 1.3209
H -3.3377 -2.1969 1.6579
H -3.2584 -4.5849 1.7460
H -1.8088 -4.6427 0.7528
H -1.3426 -3.2100 3.3138
H -0.3745 -4.4607 2.4402
H -2.6193 -5.8725 3.2687
H -2.2608 -4.8333 4.7060
H -0.8071 -7.2532 3.7724
H 0.2545 -5.8575 3.8436
H -0.4660 -5.4078 6.2566
H 0.3466 -6.9828 5.9687
H -1.5903 -8.2626 5.9521
H -2.6985 -6.8985 5.8962
H -3.8923 -6.8020 8.1842
H -3.3177 -7.1858 10.6892
H -0.6578 -7.8531 10.8036
H 0.2336 -7.9223 8.3339
C 4.8431 -12.1911 7.2559
C 3.4623 -11.6904 7.7270
C 2.4742 -12.8614 7.7712
C 2.0063 -13.3099 6.3901
C 1.4303 -12.1249 5.6221
C 2.3930 -10.9366 5.5323
N 2.9900 -10.5742 6.8548
O 2.0938 -9.8965 7.5241
C 3.5037 -11.2638 4.5082
C 1.6580 -9.7500 4.9148
C 3.7244 -11.2300 9.1645
H 5.1598 -13.0424 7.8611
H 4.8732 -12.5327 6.2254
H 5.5976 -11.4101 7.3671
H 1.5920 -12.5746 8.3552
H 2.9214 -13.7075 8.2971
H 2.8376 -13.7621 5.8400
H 1.2476 -14.0876 6.4921
H 1.1506 -12.4465 4.6150
H 0.4995 -11.8138 6.1086
H 4.3437 -10.5732 4.5997
H 3.1235 -11.1787 3.4893
H 3.8783 -12.2833 4.5839
H 0.7669 -9.4795 5.4824
H 1.3212 -9.9847 3.9047
H 2.3072 -8.8738 4.8539
H 4.3917 -10.3660 9.1833
H 4.2011 -12.0306 9.7310
H 2.8083 -10.9666 9.6917
C 3.9534 10.1501 -5.9967
C 3.4847 10.2595 -7.4624
C 4.6483 10.7251 -8.3442
C 4.9730 12.2068 -8.1803
C 3.7228 13.0493 -8.4177
C 2.5375 12.6337 -7.5408
N 2.2956 11.1573 -7.5616
O 1.6705 10.8683 -8.6726
C 2.7820 13.1187 -6.0937
C 1.2961 13.4139 -7.9849
C 3.1493 8.8126 -7.8336
H 4.8551 9.5378 -5.9357
H 4.2069 11.0978 -5.5308
H 3.1895 9.6726 -5.3797
H 4.4064 10.5416 -9.3975
H 5.5394 10.1307 -8.1320
H 5.3821 12.3932 -7.1823
H 5.7515 12.4942 -8.8891
H 3.9573 14.1027 -8.2415
H 3.4474 12.9746 -9.4751
H 2.1059 12.6282 -5.3915
H 2.6087 14.1927 -6.0142
H 3.8062 12.9736 -5.7536
H 1.0644 13.2625 -9.0387
H 1.4574 14.4840 -7.8532
H 0.4217 13.1310 -7.3958
H 2.2942 8.4501 -7.2585
H 3.9933 8.1570 -7.6154
H 2.9242 8.6915 -8.8926

=====

138
Properties=species:S:1:pos:R:3 method="wB97M-V/def2-TZVPD" homo_energy_ev=-4.40 mol_weight_g_mol=833.07 total_energy_ev=-64368.9068 homo_lumo_gap_ev=6.2 charge=-1
C -2.4823 7.8605 -2.3532
C -1.4460 7.4900 -2.8560
C -0.1622 6.9066 -3.3011
Nb 0.7303 5.4755 -1.6986
C 0.3907 7.1442 -0.1972
C 0.8400 6.7062 1.2388
C -0.3743 6.2881 2.0897
C 0.0417 6.0428 3.5570
N 0.5418 4.6970 3.8209
C -0.1652 3.5871 4.1133
C 0.7236 2.5405 4.3216
C 2.0341 3.0793 4.1235
C 1.8717 4.4251 3.8130
C -1.2881 4.4552 -1.3994
C -1.3172 2.8902 -1.3318
C -0.8800 2.1729 -2.6348
C 0.5485 1.5817 -2.5035
C -1.8348 0.9375 -2.8301
H -3.2789 8.1592 -1.7182
H -0.2871 6.3983 -4.2574
H 0.5613 7.7253 -3.3804
H 1.5137 4.3234 -0.5189
H 1.1290 4.4040 -3.1259
H 2.4018 6.2135 -1.9858
H -0.6612 7.4387 -0.1341
H 0.9804 8.0283 -0.4680
H 1.5717 5.8940 1.2458
H 1.3141 7.5697 1.7262
H -1.0426 7.1587 2.1070
H -0.9264 5.4532 1.6584
H -0.8383 6.1936 4.1880
H 0.8461 6.7354 3.7960
H -1.2376 3.5137 4.1740
H 0.4871 1.5269 4.5969
H 2.9592 2.5345 4.2128
H 2.6583 5.1294 3.6065
H -2.0440 4.8002 -2.1133
H -1.6399 4.7881 -0.4068
H -2.3642 2.6156 -1.1379
H -0.7089 2.4959 -0.5135
H -0.9953 2.8088 -3.5126
H 0.9081 1.3275 -3.4991
H 0.4488 0.7078 -1.8509
H 1.2462 2.2675 -2.0237
H -1.2395 0.1194 -3.2526
H -2.6782 1.1558 -3.4895
H -2.1994 0.5752 -1.8653
C -0.0881 -1.8446 -7.0584
C -0.5697 -0.4892 -7.5654
C -0.5888 0.3302 -6.2836
O 0.4330 -0.1963 -5.4424
C 0.9043 -1.4359 -5.9772
H 0.3553 -2.4734 -7.8278
H -0.9228 -2.3916 -6.6113
H 0.1609 -0.0736 -8.2649
H -1.5378 -0.5215 -8.0649
H -1.5445 0.2302 -5.7576
H -0.4043 1.3909 -6.4610
H 1.9050 -1.2715 -6.3937
H 0.9802 -2.1714 -5.1750
C 0.2634 -6.2584 -10.3045
C 1.5760 -6.5572 -9.5946
C 1.8868 -5.2211 -8.9419
O 0.6263 -4.6037 -8.6518
C -0.4172 -5.3209 -9.3180
H -0.3303 -7.1451 -10.5247
H 0.4603 -5.7369 -11.2447
H 1.4194 -7.3224 -8.8290
H 2.3683 -6.8956 -10.2602
H 2.4399 -4.5664 -9.6239
H 2.4595 -5.3240 -8.0191
H -0.9843 -5.8794 -8.5651
H -1.0900 -4.6118 -9.8024
C 3.7596 4.3268 7.2405
C 4.8372 3.2647 7.0732
C 5.0164 2.7749 8.5027
O 3.7478 2.9205 9.1455
C 2.8825 3.7115 8.3173
H 3.2124 4.5443 6.3246
H 4.2062 5.2571 7.6040
H 4.4646 2.4546 6.4418
H 5.7614 3.6401 6.6349
H 5.7482 3.3867 9.0437
H 5.3307 1.7312 8.5570
H 2.1270 3.0509 7.8803
H 2.3773 4.4586 8.9312
C -0.4000 -2.7619 4.1846
C 0.3437 -3.1229 5.4639
C 1.5633 -2.2184 5.3797
O 1.1535 -1.0432 4.6753
C -0.1317 -1.2688 4.0826
H -1.4631 -2.9997 4.2128
H 0.0436 -3.2825 3.3315
H -0.2618 -2.8575 6.3327
H 0.6036 -4.1792 5.5387
H 2.3728 -2.6922 4.8117
H 1.9483 -1.9355 6.3607
H -0.8733 -0.6946 4.6489
H -0.1263 -0.9081 3.0537
C -3.2914 -3.8700 9.4866
C -2.5870 -2.9050 10.4312
C -1.3274 -2.5655 9.6474
O -1.6749 -2.6441 8.2628
C -2.9596 -3.2709 8.1292
H -4.3643 -3.9534 9.6597
H -2.8523 -4.8673 9.5780
H -3.1959 -2.0080 10.5698
H -2.3734 -3.3263 11.4131
H -0.5292 -3.2905 9.8439
H -0.9492 -1.5666 9.8678
H -3.6858 -2.5063 7.8465
H -2.9160 -4.0205 7.3361
C -8.0468 -1.4728 8.0386
C -7.9490 -2.6473 7.0741
C -6.5995 -2.3983 6.4182
O -5.7845 -1.7435 7.3970
C -6.6033 -1.3246 8.4936
H -8.7360 -1.6382 8.8657
H -8.3656 -0.5756 7.5029
H -7.9284 -3.5872 7.6319
H -8.7657 -2.6966 6.3554
H -6.6938 -1.7352 5.5524
H -6.1088 -3.3183 6.0975
H -6.3884 -1.9747 9.3501
H -6.3474 -0.2998 8.7641
C 5.0260 -5.6829 -14.2045
C 6.0164 -5.7546 -13.0491
C 5.1241 -5.4482 -11.8561
O 3.8212 -5.9432 -12.1851
C 3.7733 -6.2743 -13.5763
H 5.3476 -6.2223 -15.0944
H 4.8513 -4.6406 -14.4818
H 6.4203 -6.7668 -12.9666
H 6.8516 -5.0620 -13.1412
H 5.0474 -4.3698 -11.6828
H 5.4692 -5.9225 -10.9366
H 3.7601 -7.3660 -13.6689
H 2.8543 -5.8789 -14.0106